Molecular formula: C16H23Cl3CoN3O7PS2Si
Method: DFT, ωB97M-V/def2-TZVPD

Last column: Mulliken charge in e.
Cartesian coordinates (Å):
1 Co -1.730 1.848 0.040  0.109
2 C -3.492 5.541 -3.489  -0.827
3 S -3.758 3.780 -3.781  -0.114
4 C -2.778 3.051 -2.466  0.362
5 S -2.600 3.836 -0.934  -0.507
6 N -2.327 1.894 -2.777  -1.053
7 N -1.564 1.265 -1.785  0.644
8 C -1.279 0.014 -2.189  -0.596
9 C -0.207 -0.764 -1.859  0.534
10 C 0.039 -1.975 -2.601  -1.057
11 C 1.299 -2.326 -2.945  -0.450
12 C 2.349 -1.382 -2.628  -0.388
13 C 2.137 -0.387 -1.760  -0.678
14 N 0.897 -0.261 -1.052  0.838
15 H -4.258 6.078 -4.049  0.308
16 H -2.504 5.854 -3.825  0.244
17 H -3.599 5.746 -2.425  0.284
18 H -1.961 -0.412 -2.925  0.219
19 H -0.815 -2.541 -2.960  0.329
20 H 1.502 -3.202 -3.547  0.429
21 H 3.293 -1.418 -3.161  0.384
22 H 2.867 0.392 -1.589  0.632
23 O -0.615 2.986 3.743  -0.739
24 C -0.681 2.607 2.584  0.316
25 O -1.677 2.697 1.795  -0.477
26 C 0.583 1.909 1.986  0.589
27 O 1.679 2.117 2.457  -0.616
28 O 0.326 1.115 0.956  -0.515
29 Cl -5.365 0.815 -0.577  -0.393
30 Si -3.552 0.478 0.491  0.661
31 Cl -4.345 0.401 2.488  -0.397
32 Cl -3.385 -1.660 0.100  -0.412
33 C 1.271 -4.479 1.310  -1.496
34 C 0.695 -3.452 0.352  0.037
35 O 1.491 -2.281 0.419  -0.468
36 P 0.966 -0.715 0.584  0.989
37 O 2.266 -0.369 1.413  -0.222
38 C 3.358 0.494 1.072  -0.389
39 C 4.535 -0.351 0.628  -1.379
40 O -0.349 -1.156 1.311  0.113
41 C -1.039 -0.677 2.477  0.048
42 C -0.189 -0.850 3.718  -1.367
43 H 0.699 -5.409 1.258  0.403
44 H 1.243 -4.106 2.335  0.277
45 H 2.311 -4.693 1.055  0.334
46 H -0.344 -3.234 0.606  0.152
47 H 0.718 -3.833 -0.669  0.288
48 H 3.583 1.058 1.971  0.538
49 H 3.040 1.218 0.322  0.321
50 H 4.847 -1.009 1.441  0.367
51 H 5.374 0.300 0.367  0.399
52 H 4.279 -0.969 -0.231  0.240
53 H -1.944 -1.280 2.510  0.462
54 H -1.339 0.357 2.340  -0.266
55 H 0.078 -1.898 3.864  0.324
56 H -0.755 -0.503 4.584  0.433
57 H 0.724 -0.259 3.646  0.199

Orbital gap (alpha / beta): 5.54 / 5.69 eV
LUMO level (alpha / beta): 4.49 / 4.49 eV
Electronic energy: -5505.27316 Eh
Spin multiplicity: 2
Net charge: -2
Energy above the lowest of the compared OMol25 structures with the same formula, charge and spin: 54.7 kcal/mol

Molecular formula: C16H23F12Ni2O11
Method: DFT, ωB97M-V/def2-TZVPD

Last column: Mulliken charge in e.
Cartesian coordinates (Å):
1 Ni -9.885 -0.540 -15.554  0.956
2 Ni -10.539 1.931 -14.782  0.694
3 O -8.914 0.734 -14.357  -0.655
4 H -8.258 1.135 -13.754  0.142
5 O -11.476 0.073 -14.471  -0.849
6 H -12.328 0.012 -13.997  0.240
7 O -10.300 1.170 -16.604  0.160
8 H -10.190 1.793 -17.348  -0.142
9 C -5.542 2.439 -17.156  -1.440
10 C -6.607 1.325 -16.971  0.973
11 O -6.044 0.010 -17.037  -0.254
12 C -6.795 -1.037 -16.911  0.387
13 O -8.019 -1.058 -16.604  -0.399
14 C -6.023 -2.341 -17.139  0.773
15 F -4.688 -2.142 -17.234  -0.248
16 F -6.194 -3.302 -16.250  -0.249
17 F -6.471 -2.879 -18.257  -0.235
18 H -4.790 2.474 -16.367  0.376
19 H -6.064 3.393 -17.077  0.318
20 H -5.052 2.347 -18.125  0.395
21 H -7.469 1.532 -17.605  -0.412
22 H -7.117 1.457 -16.017  0.067
23 C -11.162 6.071 -14.572  -0.476
24 C -9.625 6.071 -14.932  -0.392
25 O -9.415 5.765 -16.324  -0.317
26 C -9.241 4.461 -16.626  0.597
27 O -9.158 3.588 -15.825  -0.388
28 C -9.224 4.169 -18.231  0.687
29 F -9.433 5.305 -18.846  -0.272
30 F -7.950 3.928 -18.599  -0.289
31 F -10.106 3.263 -18.631  -0.175
32 H -11.631 6.897 -15.105  0.319
33 H -11.321 6.091 -13.494  0.353
34 H -11.572 5.109 -14.881  -0.188
35 H -8.980 5.464 -14.296  0.291
36 H -9.350 7.113 -14.769  0.321
37 C -15.052 1.399 -12.695  -1.442
38 C -13.984 2.040 -13.630  0.290
39 O -14.426 2.338 -14.961  -0.296
40 C -13.621 2.728 -15.922  -0.001
41 O -12.368 2.921 -15.734  -0.239
42 C -14.194 3.012 -17.261  0.916
43 F -13.667 2.157 -18.161  -0.263
44 F -15.508 2.839 -17.289  -0.275
45 F -13.890 4.236 -17.673  -0.258
46 H -14.824 1.411 -11.629  0.392
47 H -15.307 0.377 -12.976  0.340
48 H -16.018 1.903 -12.698  0.367
49 H -13.040 1.494 -13.631  -0.255
50 H -13.669 2.983 -13.181  0.184
51 C -8.766 -0.118 -19.619  0.007
52 C -9.259 0.311 -21.046  -0.649
53 O -8.890 -0.620 -22.004  -0.363
54 C -9.746 -1.713 -22.233  0.412
55 O -10.736 -1.893 -21.501  -0.538
56 C -9.169 -2.711 -23.255  0.837
57 F -9.238 -3.884 -22.657  -0.221
58 F -10.071 -2.780 -24.268  -0.244
59 F -7.940 -2.341 -23.685  -0.212
60 H -8.521 0.771 -19.037  -0.507
61 H -7.941 -0.789 -19.859  0.390
62 H -9.659 -0.607 -19.230  0.211
63 H -8.661 1.212 -21.182  0.396
64 H -10.311 0.535 -21.222  0.351

Orbital gap (alpha / beta): 3.18 / 8.58 eV
LUMO level (alpha / beta): -0.44 / -0.96 eV
Electronic energy: -5665.97451 Eh
Spin multiplicity: 6
Energy above the lowest of the compared OMol25 structures with the same formula, charge and spin: 32.7 kcal/mol

Molecular formula: C16H23F3IN6O6
Method: DFT, ωB97M-V/def2-TZVPD

Last column: Mulliken charge in e.
Cartesian coordinates (Å):
1 C -3.564 -1.231 2.135  -1.367
2 C -2.549 -0.454 1.200  0.075
3 C -1.586 0.598 1.990  -1.043
4 I -1.810 0.544 4.147  0.154
5 N -0.236 0.483 1.432  0.589
6 C 0.458 1.596 0.883  0.062
7 N -0.045 2.338 -0.070  0.144
8 N -1.293 2.106 -0.691  -0.611
9 C -1.161 2.399 -1.936  0.635
10 O -1.173 2.733 -3.037  -0.267
11 N 1.703 1.647 1.592  0.087
12 C 2.901 2.079 0.903  0.719
13 F 2.732 3.246 0.159  -0.285
14 F 3.267 1.098 -0.036  -0.243
15 F 3.949 2.362 1.761  -0.214
16 C 1.834 0.430 2.472  -0.003
17 N 1.645 0.853 3.855  -0.518
18 O 3.093 -0.278 2.505  -0.407
19 C 3.824 -0.067 3.658  0.484
20 N 4.547 0.362 4.454  -0.415
21 C 0.744 -0.541 1.801  0.046
22 O 1.127 -1.039 0.479  -0.625
23 C 0.353 -1.882 2.548  0.388
24 C 1.281 -3.134 2.228  -0.907
25 C 0.744 -4.076 1.074  -0.313
26 C -0.754 -4.526 1.226  0.375
27 O -1.515 -4.242 0.311  -0.499
28 O -1.295 -5.187 2.349  -0.497
29 H -4.183 -1.925 1.475  0.393
30 H -3.012 -1.922 2.847  0.270
31 H -4.290 -0.567 2.685  0.383
32 H -1.851 -1.213 0.736  0.248
33 H -3.073 0.060 0.330  0.388
34 H -1.994 1.615 1.680  0.724
35 H 0.480 3.151 -0.410  0.336
36 H 0.999 1.653 3.873  0.348
37 H 1.193 0.138 4.435  0.308
38 H 2.086 -1.229 0.451  0.532
39 H 0.482 -1.681 3.666  0.381
40 H -0.749 -2.149 2.443  -0.608
41 H 2.332 -2.790 1.952  0.248
42 H 1.379 -3.724 3.188  0.470
43 H 1.370 -5.033 1.077  0.465
44 H 0.949 -3.589 0.075  0.181
45 H -1.670 -4.465 2.903  0.363
46 C 0.087 2.707 -8.245  -1.052
47 C -1.275 2.516 -7.628  0.669
48 O -2.274 2.457 -8.310  -0.535
49 C -1.345 2.399 -6.125  -0.906
50 H -0.014 2.775 -9.328  0.289
51 H 0.536 3.632 -7.876  0.306
52 H 0.727 1.856 -8.005  0.310
53 H -0.960 3.310 -5.663  0.285
54 H -0.769 1.534 -5.792  0.324
55 H -2.385 2.265 -5.823  0.331

Orbital gap: 6.83 eV
LUMO level: -4.55 eV
Electronic energy: -2000.33202 Eh
Net charge: +1
Energy above the lowest of the compared OMol25 structures with the same formula, charge and spin: 71.4 kcal/mol

Molecular formula: C16H23F3N
Method: DFT, ωB97M-V/def2-TZVPD

Last column: Mulliken charge in e.
Cartesian coordinates (Å):
1 C -3.222 0.281 0.849  -1.006
2 C -2.055 0.664 1.656  0.352
3 C -0.689 0.456 1.331  1.064
4 C 0.218 1.568 1.198  0.629
5 C -0.312 2.969 1.186  -1.592
6 C 1.570 1.336 0.986  -0.841
7 C 2.088 0.042 0.866  0.653
8 C 3.557 -0.181 0.681  -1.465
9 C 1.201 -1.036 0.897  -0.964
10 C -0.163 -0.859 1.105  0.916
11 C -1.062 -2.051 1.118  -1.361
12 H -3.967 1.094 0.869  0.351
13 H -2.980 0.055 -0.201  0.438
14 H -3.709 -0.590 1.311  0.085
15 H -2.268 1.367 2.464  -0.015
16 H 0.505 3.699 1.253  0.400
17 H -0.862 3.167 0.254  0.363
18 H -1.010 3.151 2.010  0.299
19 H 2.245 2.189 0.896  0.425
20 H 3.773 -1.252 0.637  0.361
21 H 3.929 0.282 -0.242  0.348
22 H 4.138 0.250 1.505  0.360
23 H 1.595 -2.042 0.735  0.302
24 H -0.476 -2.965 0.959  0.422
25 H -1.587 -2.158 2.076  0.170
26 H -1.821 -1.996 0.326  0.303
27 C -5.219 0.629 4.575  -0.585
28 C -3.685 0.552 4.559  -0.545
29 N -3.340 -0.528 3.637  -0.220
30 C -4.456 -1.490 3.597  -0.224
31 C -4.112 -2.620 4.549  0.567
32 F -5.048 -3.605 4.584  -0.266
33 F -2.917 -3.192 4.171  -0.273
34 F -3.938 -2.165 5.829  -0.263
35 C -5.714 -0.696 3.966  -0.777
36 H -5.599 0.772 5.593  0.310
37 H -5.554 1.479 3.969  0.284
38 H -3.201 1.475 4.225  0.313
39 H -3.324 0.314 5.577  0.343
40 H -2.454 -0.961 3.877  0.205
41 H -4.529 -1.966 2.610  0.479
42 H -6.373 -1.256 4.640  0.373
43 H -6.250 -0.498 3.034  0.282

Orbital gap: 7.29 eV
LUMO level: -5.46 eV
Electronic energy: -977.55831 Eh
Net charge: +1
Energy above the lowest of the compared OMol25 structures with the same formula, charge and spin: 0.0 kcal/mol